Entry 1:
67
Properties=species:S:1:pos:R:3:forces:R:3 method="wB97M-V/def2-TZVPD" orbital_gap_ev=8.15 spin_multiplicity=1 e_homo_ev=-10.350 relative_energy_ev=0.000 charge=+1
N 0.886800 0.725605 0.797595 0.57 1.93 2.10
N -0.347203 1.457497 2.643006 0.10 0.37 0.23
N -0.700787 2.440291 0.542641 -0.06 -0.13 0.11
N -3.056702 -1.478389 -0.854573 -0.10 -0.02 -0.66
C -0.052217 1.566624 1.352961 0.08 -0.77 -0.76
C 0.029520 3.040460 -0.572352 0.43 -0.23 -0.07
C -5.349442 -1.819587 -1.824822 0.09 -0.02 -0.30
C -5.380202 -3.248559 -1.284669 -0.01 0.14 0.10
C 5.393646 0.940181 -0.778039 -0.14 0.04 0.21
C 0.182717 0.380272 3.486203 -0.06 -0.10 -0.05
C 1.783722 -2.129376 -0.126111 0.44 -0.27 -0.33
C 2.250694 0.757879 1.392722 -0.02 -0.27 0.77
C 3.519268 -2.670077 -1.721913 -0.07 -0.01 0.00
C -2.155183 2.528152 0.477418 -0.28 -0.07 0.09
C 0.440476 -0.044590 -0.319522 -0.54 -0.13 -1.62
C -3.966156 -3.808173 -1.164176 0.08 0.15 -0.19
C -1.045496 2.528038 3.348530 0.05 0.24 0.15
C 5.571191 2.318214 -0.902583 -0.25 -0.08 0.23
C 3.671950 2.683842 0.562949 0.19 -0.19 -0.24
C 4.765998 3.185192 -0.154594 -0.38 -0.02 -0.01
C -4.375275 -0.891395 -1.090650 -0.18 -0.05 0.15
C -1.959488 -0.662177 -0.831431 0.46 0.28 0.41
C 4.374317 0.436330 0.035834 -0.23 0.10 -0.19
C 1.546914 -0.944528 -0.816256 -0.24 -0.33 -0.25
C 2.257126 -0.625190 -1.977550 -0.03 -0.25 0.21
C 3.420468 1.303909 0.579530 0.27 -0.19 0.37
C -0.860972 -0.769723 -0.031420 -0.36 0.05 0.10
C 3.252585 -1.492096 -2.435029 -0.01 0.02 0.28
C 2.778372 -3.006340 -0.578696 -0.06 0.32 0.18
C -3.015831 -2.857782 -0.401423 -0.25 -0.49 0.56
H 2.030975 0.314387 -2.495964 0.17 -0.40 0.13
H 0.259381 0.677463 -1.120285 -0.25 -0.52 -0.38
H -4.235957 0.020322 -1.684859 0.00 -0.08 0.16
H 0.375779 -0.503551 2.871826 -0.02 0.21 0.16
H -0.879159 -1.369946 0.891041 -0.02 -0.18 -0.71
H -0.557041 0.126005 4.254147 0.12 0.15 -0.22
H 1.114748 0.699671 3.978911 -0.34 -0.15 -0.12
H 6.045347 0.255130 -1.319225 -0.07 0.15 0.25
H -5.069458 -1.853529 -2.886379 0.00 0.01 0.15
H -2.565896 1.687225 -0.095310 0.08 0.17 0.19
H -1.155596 3.375084 2.667964 0.03 -0.09 0.33
H 1.163744 -2.360505 0.746903 0.36 -0.07 -0.29
H 4.967213 4.256807 -0.133751 -0.03 -0.29 -0.11
H 3.849491 -1.220995 -3.314522 -0.31 -0.24 0.37
H -5.980096 -3.870328 -1.961872 0.13 0.09 0.21
H 4.299739 -0.635384 0.257232 -0.08 0.38 -0.42
H -2.035071 2.189157 3.686805 0.28 0.10 -0.07
H -2.577346 2.508824 1.481841 -0.20 0.05 -0.28
H 6.350356 2.704587 -1.556862 -0.11 -0.02 0.26
H -3.312204 -2.908363 0.662889 0.21 -0.01 -0.09
H -0.451312 2.843525 4.218578 -0.19 -0.16 -0.22
H -0.629187 3.745982 -1.080554 0.20 -0.02 0.17
H -2.020948 0.194771 -1.534203 0.12 -0.63 0.12
H 3.040145 3.348999 1.168042 0.24 -0.16 -0.40
H 0.928732 3.543256 -0.198408 -0.27 0.00 -0.18
H -4.830325 -0.593288 -0.125937 0.17 -0.04 -0.17
H -4.007052 -4.762646 -0.627750 0.18 0.15 -0.03
H 0.345051 2.281733 -1.294398 -0.03 0.43 -0.09
H 2.976237 -3.924846 -0.010738 -0.01 0.39 -0.43
H -6.355137 -1.388303 -1.776347 0.18 0.05 -0.02
H 2.153807 1.458457 2.239309 0.02 -0.44 -0.18
H 4.314543 -3.336749 -2.062094 -0.28 0.19 0.08
H -1.991355 -3.242173 -0.492529 -0.17 0.30 0.10
H -2.426480 3.453194 -0.039393 0.00 -0.11 0.35
H -5.878627 -3.277488 -0.305583 0.10 0.06 -0.10
H -3.572297 -4.030755 -2.166879 0.01 0.20 0.20
H 2.454450 -0.250258 1.804801 0.29 0.55 -0.28


Entry 2:
98
Properties=species:S:1:pos:R:3:forces:R:3 method="wB97M-V/def2-TZVPD" orbital_gap_ev="6.17 / 3.66" spin_multiplicity=2 e_homo_ev="-14.834 / -14.834" s_squared=0.765 charge=+2
Zr -1.928529 12.775226 -21.072612 -0.86 -1.24 -3.70
F -4.177292 6.120294 -16.152987 -0.68 0.00 -0.87
F -1.108189 14.182038 -25.068441 -0.55 0.53 0.51
F -4.712211 17.034846 -21.990160 -0.91 -0.62 -1.10
F 2.488109 10.933541 -20.081364 0.83 1.78 0.04
F -6.312696 6.097277 -15.829470 -0.48 0.07 1.10
F -0.771598 16.176456 -25.697334 1.97 1.83 -2.13
F 2.056238 9.571700 -21.739340 -0.17 0.82 0.36
F -12.346462 17.408719 -22.060805 0.32 -0.50 -0.73
F -4.730824 17.209343 -19.877936 -1.26 -0.48 2.13
F -5.647753 5.346450 -17.688205 1.11 0.50 0.44
F -12.617484 15.813362 -23.520590 -0.93 -0.87 -0.09
F 1.075275 10.557140 -23.825452 -1.21 -0.43 -1.14
F 2.331140 8.794041 -19.739641 -0.32 1.54 -0.78
F -3.960088 18.838897 -21.084481 0.01 -1.62 0.41
F -0.038457 8.948043 -24.944350 0.85 0.98 0.35
F 0.195070 10.944202 -25.802330 -0.07 -0.13 0.64
F -1.562870 15.943927 -23.801985 -0.38 -0.27 1.30
F -11.890354 17.736007 -24.190875 0.01 -0.77 1.09
O -6.276178 8.505868 -16.724575 0.37 0.27 -0.39
O -0.103999 9.078906 -19.190284 1.50 2.83 -2.98
O -1.730952 17.666892 -20.822825 -0.89 0.36 -0.52
O -2.526097 15.560766 -20.939713 -0.70 0.09 0.21
O -10.005195 16.052721 -21.748442 -2.24 1.21 -1.91
O -4.888468 7.889046 -18.388968 -0.51 -0.43 0.78
O -1.439675 11.166469 -22.899807 -0.41 -1.29 -1.50
O -3.481426 11.377079 -20.159688 -1.51 1.51 -2.06
O -9.697896 16.099335 -23.988279 -1.72 0.65 1.55
O -0.341931 10.934308 -20.575167 0.77 -1.45 1.40
O -3.056861 15.532145 -26.946724 -0.10 -0.47 4.39
O -3.624766 13.282092 -22.359111 0.26 -2.47 3.60
O -4.033354 15.637013 -24.843479 1.36 -0.55 0.75
O -2.265054 10.218115 -24.863342 1.76 1.26 1.46
C -8.661457 15.742006 -21.419233 -0.19 -1.01 1.64
C -4.395461 9.075045 -25.140623 -0.96 1.09 -0.55
C -6.394608 9.883306 -17.263746 -2.07 -0.80 -1.50
C -4.871375 12.759405 -21.802843 1.55 0.43 -1.39
C -4.075692 17.479266 -20.938804 1.50 2.22 -1.66
C -0.296036 17.294783 -20.899415 -0.17 -0.80 -0.18
C -6.517123 15.653658 -24.539264 0.20 1.00 2.26
C -1.584990 15.482866 -25.042442 -1.90 -2.24 0.21
C -8.621917 14.186164 -21.118130 0.23 0.90 -0.94
C -2.706630 16.782994 -20.922275 3.31 0.07 0.64
C -5.390724 6.282564 -16.733605 -0.55 -1.99 0.12
C -1.576014 7.822385 -17.919875 -0.49 0.26 0.20
C -5.346510 15.763785 -25.409574 0.67 -1.04 -2.61
C -3.645166 10.148603 -24.391633 1.28 -2.21 1.21
C -3.010679 15.498674 -25.696201 -0.56 1.08 -3.77
C -10.427888 16.314340 -23.028714 3.67 -1.31 -0.36
C -5.509732 7.615193 -17.377675 0.63 3.56 -1.66
C -4.769416 11.464272 -20.785623 2.36 0.53 1.31
C 0.666818 18.434458 -20.579170 -1.21 0.78 0.84
C 1.868470 9.891584 -20.463467 -0.39 -4.83 0.98
C -1.516061 9.061761 -18.830691 -0.83 -1.43 0.93
C 0.356891 9.981534 -20.110892 -3.38 0.67 1.74
C -7.479317 10.004851 -18.426218 1.69 -0.42 0.75
C -1.294017 10.579394 -23.990969 -2.85 1.69 -0.51
C 0.042665 10.277373 -24.667450 0.91 -0.91 0.17
C -11.872309 16.819899 -23.175952 0.56 1.92 -0.18
B -0.194363 13.590828 -22.153122 1.97 0.47 -0.66
H -5.507589 10.266143 -17.768466 0.53 -0.40 0.81
H -5.370595 13.559290 -21.255975 -0.02 0.01 0.48
H -4.156351 11.103824 -24.271820 0.36 0.07 -0.45
H -8.620652 16.337340 -20.507081 0.69 -0.36 0.26
H 0.262146 19.037022 -19.765993 -0.24 -0.04 0.18
H -9.648645 13.826196 -21.184257 0.08 -0.01 0.20
H -7.489338 11.080315 -18.603359 -0.64 0.12 0.01
H -3.965077 8.085686 -25.295688 0.56 0.38 0.33
H -8.192743 13.865481 -20.168888 -0.04 0.45 0.14
H -0.135944 16.968815 -21.927137 -0.10 -0.25 0.08
H -2.149295 8.968715 -19.712993 0.30 -0.16 -0.22
H -1.397098 6.913538 -18.494394 0.34 0.09 0.21
H 0.195842 12.586309 -22.099052 0.82 -3.56 0.78
H -0.290244 16.437451 -20.226317 0.81 0.05 0.04
H -5.528034 11.351215 -20.011146 -0.16 0.43 -0.10
H -3.453061 9.662539 -23.435104 -0.55 0.57 0.71
H -6.579127 14.741079 -23.946418 -0.17 -0.67 -0.78
H -7.878027 16.119891 -22.076146 -0.49 -0.22 -0.47
H -5.297778 16.649147 -26.043498 -0.41 0.10 0.17
H -6.766222 10.513500 -16.455744 0.57 -0.39 0.25
H -0.903079 7.961440 -17.073756 0.54 -0.19 -0.38
H 0.766463 19.154908 -21.391040 0.17 -0.41 -0.20
H -8.072486 13.680256 -21.912025 0.04 -0.09 -0.14
H -1.138324 13.653165 -22.672055 -4.37 0.18 -2.18
H -5.482746 14.905972 -26.068133 0.47 0.11 -0.62
H -4.938978 10.645198 -21.484535 0.40 -0.38 -0.49
H 0.527586 14.188296 -22.687968 2.22 1.93 -1.70
H -5.251406 8.957196 -24.476114 -0.47 -0.30 -0.37
H -5.487420 12.465230 -22.652570 -0.11 -0.02 0.13
H -7.050492 9.562710 -19.325512 -0.18 -0.28 -0.05
H 1.634765 18.138159 -20.174971 -0.05 -0.50 -0.53
H -0.415373 14.075460 -21.214751 -0.84 1.99 4.51
H -8.456997 9.563901 -18.231766 0.14 0.30 0.19
H -4.729890 9.471814 -26.099174 -0.17 -0.27 -0.04
H -6.441955 16.348952 -23.703192 -0.45 0.78 -0.33
H -2.516563 7.669022 -17.390769 -0.34 0.37 -0.58
H -1.896600 9.922743 -18.281141 0.78 0.45 -0.04
H -7.371102 15.851524 -25.187072 -0.22 -0.19 0.54


Computed molar mass (g/mol) in order:
405.61, 1018.58